# 1
Below is one molecule with the formula C5H9NS in a non-equilibrium geometry, with properties calculated with ωB97M-V/def2-TZVPD.

Calculated values
Relative energy (zero: lowest compared OMol25 entry of this formula, charge and spin) (kJ/mol): 235.7
HOMO level (eV): -9.18
Calculated total energy (eV): -17653.751
Kohn-Sham gap (eV): 9.945
LUMO level (eV): 0.8

ORCA input file:
```
! RIJCOSX wB97M-V def2-TZVPD def2/J DEFGRID3
* xyz 0 1
C 1.26 0.27 -1.21
C 0.49 -0.24 -0.13
H -1.21 -0.34 -1.40
C 0.92 0.37 1.19
H -1.70 -0.71 1.41
N -2.04 -0.37 0.55
C -1.00 0.07 -0.37
C 1.82 0.87 -2.08
H -1.11 1.15 -0.47
S 0.67 -2.09 -0.10
H -0.70 -2.22 0.06
H 0.53 1.47 1.28
H 0.48 -0.24 2.03
H 2.02 0.30 1.40
H 2.28 1.31 -2.93
H -2.71 0.40 0.78
*
```

# 2
Below is one molecule with the formula C5H6O2 in a non-equilibrium geometry, with properties calculated with ωB97M-V/def2-TZVPD.

Calculated values
Relative energy (zero: lowest compared OMol25 entry of this formula, charge and spin) (kJ/mol): 208.0
HOMO level (eV): -9.33
Calculated total energy (eV): -9374.940
Kohn-Sham gap (eV): 10.086
LUMO level (eV): 0.8

ORCA input file:
```
! RIJCOSX wB97M-V def2-TZVPD def2/J DEFGRID3
* xyz 0 1
H -0.18 1.59 1.48
C 0.79 0.94 -0.52
C -0.08 -0.15 -0.01
O -2.32 -1.00 -0.53
O -0.41 -2.49 0.49
H 1.81 0.66 -0.89
C 0.27 -1.65 0.04
C -1.56 -0.09 -0.35
H -1.83 0.94 -0.59
C 0.49 0.87 0.94
H 1.22 -1.80 -0.36
H 1.32 0.49 1.53
H 0.47 1.68 -1.23
*
```

# 3
Below is one molecule with the formula C5H7Cl in a non-equilibrium geometry, with properties calculated with ωB97M-V/def2-TZVPD.

Calculated values
Relative energy (zero: lowest compared OMol25 entry of this formula, charge and spin) (kJ/mol): 203.8
HOMO level (eV): -9.21
Calculated total energy (eV): -17818.366
Kohn-Sham gap (eV): 9.474
LUMO level (eV): 0.3

ORCA input file:
```
! RIJCOSX wB97M-V def2-TZVPD def2/J DEFGRID3
* xyz 0 1
H -2.02 -0.31 0.90
C -0.80 1.13 -0.16
H 0.19 0.64 -2.13
H -1.20 2.05 0.37
H 1.54 -0.04 0.32
Cl 2.05 -1.82 -0.81
C -1.10 -0.14 0.43
C -0.25 -1.22 0.66
H -0.12 2.49 -1.40
C 1.11 -0.98 0.58
H -0.83 -2.00 1.21
H 1.72 -1.21 1.41
C -0.28 1.42 -1.37
*
```

# 4
Below is one molecule with the formula C2H3N3O3 in a non-equilibrium geometry, with properties calculated with ωB97M-V/def2-TZVPD.

Calculated values
Relative energy (zero: lowest compared OMol25 entry of this formula, charge and spin) (kJ/mol): 55.0
HOMO level (eV): -9.96
Calculated total energy (eV): -12733.388
Kohn-Sham gap (eV): 10.345
LUMO level (eV): 0.4

ORCA input file:
```
! RIJCOSX wB97M-V def2-TZVPD def2/J DEFGRID3
* xyz 0 1
O 1.60 -2.05 1.13
O -1.56 0.24 -1.01
O 0.29 1.93 -0.73
H 1.18 2.28 -0.78
C 0.42 0.77 -0.10
N 1.46 0.09 0.18
H -0.91 -1.71 0.99
N -0.39 -1.22 0.30
H -2.34 0.72 -0.69
C 1.03 -1.15 0.56
N -0.79 0.10 0.15
*
```

# 5
Below is a 5-piece molecular cluster, C28H67N8O7P overall in a non-equilibrium geometry, with properties calculated with ωB97M-V/def2-TZVPD.

Calculated values
Relative energy (zero: lowest compared OMol25 entry of this formula, charge and spin) (kJ/mol): 729.7
HOMO level (eV): -8.84
Calculated total energy (eV): -65651.812
Kohn-Sham gap (eV): 8.923
LUMO level (eV): 0.1

ORCA input file:
```
! RIJCOSX wB97M-V def2-TZVPD def2/J DEFGRID3
* xyz 0 1
C -3.58 6.82 -3.61
H 3.00 -9.90 0.10
H 1.22 -4.38 2.02
H -6.33 0.48 0.97
H 4.74 -3.95 0.51
H 2.01 -4.64 -1.47
H -1.78 6.00 -2.78
H -4.91 3.95 -3.70
H -3.99 2.77 1.36
H 1.05 -3.32 -0.82
C 3.03 -10.07 -0.98
H -3.30 1.16 0.10
H 0.08 -0.43 0.56
H 4.11 0.63 -0.29
C 0.43 5.12 -0.34
H 0.85 2.08 5.40
H -3.45 -0.39 -0.71
N 4.04 3.55 1.08
H 2.25 1.23 -1.25
H -4.72 6.19 -2.06
C -6.20 1.18 0.14
C 4.39 -11.38 -2.72
C -3.86 3.64 -3.67
N 0.15 -0.02 -0.39
H 4.53 -10.62 -3.50
H 3.47 -11.93 -2.93
H -4.20 -0.18 0.89
C 1.56 4.23 5.69
C 1.64 -4.20 -0.54
C 3.03 2.74 1.26
H -7.02 2.94 1.05
H 1.84 6.64 -0.22
C 4.07 -0.35 0.35
O 2.73 -3.69 0.24
H -3.44 3.61 -4.67
H -0.35 3.43 4.66
C 1.60 5.66 4.85
O -0.46 5.96 1.85
H -0.13 -3.75 1.42
H 2.16 -10.71 -1.21
N -5.73 3.55 -0.47
H 5.30 -9.02 -1.69
H -0.60 4.89 -0.83
N -0.79 0.13 3.68
O 1.52 3.01 3.49
P 1.10 1.33 -0.37
H -5.08 7.56 -4.99
H -6.48 3.51 -1.16
C 0.38 4.86 1.28
C 3.85 -4.56 0.33
C -0.32 3.40 1.70
N 0.35 -4.64 1.55
H -3.83 2.63 -3.25
H 0.28 2.39 -0.88
C 4.36 -10.78 -1.31
H 2.37 5.61 3.93
H 2.69 3.86 5.84
C 2.43 -8.81 -2.92
H -4.92 3.16 -0.96
O 2.13 0.36 1.97
O -5.15 0.75 -0.73
C -0.24 1.12 3.02
H 5.23 -12.08 -2.81
H 0.56 5.95 4.39
C -6.05 2.64 0.63
H -0.20 -5.28 -0.36
H -3.66 7.31 -1.63
C 1.30 -6.57 0.40
H 1.97 6.53 5.56
H 1.23 4.35 -0.79
O -3.13 4.50 -2.80
C -2.59 5.66 -3.44
C 0.77 3.08 4.76
H -7.12 1.12 -0.46
H -5.37 5.90 -4.49
C -4.58 6.62 -4.74
H -4.08 6.26 -5.65
H -5.13 2.03 2.50
H 4.28 0.62 2.53
H -5.13 3.78 2.23
H 1.45 4.99 1.75
H 5.53 -9.55 -0.19
H -0.97 2.95 0.82
H 4.00 -5.13 -0.59
H -1.13 3.70 2.53
C 0.70 2.35 2.42
H 0.21 7.18 -0.44
C 0.71 -5.17 0.23
N -4.33 7.08 -2.36
N 5.51 -9.87 -1.15
H 3.58 -1.12 2.43
H -2.12 5.39 -4.39
N 0.94 6.50 -0.73
H 3.73 -5.23 1.18
C -5.01 2.81 1.74
H 3.28 -8.87 -3.60
H -1.35 5.84 1.39
H 1.04 4.33 6.73
C 1.81 1.66 1.39
H 4.48 -11.61 -0.61
H 1.92 -7.86 -3.13
H 5.12 -0.91 0.40
H 1.73 -6.93 -0.54
H 0.52 -7.28 0.70
H 3.25 -1.08 -0.12
C -3.97 0.32 -0.06
H 1.73 -9.62 -3.11
H 2.08 -6.61 1.17
C 3.52 -0.05 1.90
H -3.00 7.72 -3.85
O 2.88 -8.78 -1.58
*
```

# 6
Below is an isolated ion of composition C4H6O4P and charge -1 in a non-equilibrium geometry, with properties calculated with ωB97M-V/def2-TZVPD.

Calculated values
Relative energy (zero: lowest compared OMol25 entry of this formula, charge and spin) (kJ/mol): 280.8
HOMO level (eV): -4.52
Calculated total energy (eV): -21725.853
Kohn-Sham gap (eV): 8.350
LUMO level (eV): 3.8

ORCA input file:
```
! RIJCOSX wB97M-V def2-TZVPD def2/J DEFGRID3
* xyz -1 1
H -1.91 2.27 1.53
C -1.15 1.58 1.16
C -1.27 1.37 -0.31
H -0.15 1.95 1.35
O -0.14 -0.09 -2.43
H 1.46 -2.95 0.14
H -1.24 0.61 1.65
C 0.18 -1.20 0.10
C 1.41 -1.95 -0.29
H 2.26 -1.36 0.06
O 1.63 1.05 -0.58
H 1.47 -1.97 -1.38
O -2.10 1.88 -1.02
P 0.08 0.30 -1.02
O -0.54 -1.49 1.02
*
```